94
Properties=species:S:1:pos:R:3:forces:R:3:lowdin_charge:R:1 method="wB97M-V/def2-TZVPD" e_homo_ev=-9.08 energy_ev=-45436.882 lumo_energy_ha=0.02328 spin_multiplicity=1 smiles="O=C1C[C@H](CCCF)CN1.CC(C)O.CC(C)O.CC(C)O.CC(C)O.CC(C)O.CC(C)O" de_lowest_kj_mol=175.2
O 2.58803 -1.79047 0.13817 -1.23 1.30 -2.11 0.0302
C 1.98855 -1.27098 -0.81015 0.09 -0.16 0.65 -0.4053
C 1.38932 0.19162 -0.94698 0.52 -0.83 -1.27 -0.0339
C 0.22123 -0.00991 -2.02210 -0.13 1.76 -1.07 -0.2673
C -1.26854 0.39868 -1.65337 0.30 -0.14 0.96 -0.1609
C -2.00227 -0.57512 -0.63429 -0.79 0.58 -0.34 -0.1598
C -2.33474 -2.01472 -1.20528 0.39 0.19 1.21 -0.1535
F -1.30697 -2.94394 -0.76412 -0.96 0.86 -0.67 -0.1260
C 0.52808 -1.39218 -2.75640 1.16 1.19 -1.58 -0.1379
N 1.72240 -1.97745 -2.05496 -1.18 -0.12 2.30 0.0407
H 1.17467 0.78354 -0.00806 0.10 -1.10 -1.05 0.1088
H 2.18048 0.72970 -1.57300 -0.75 -0.51 1.21 0.1276
H 0.48451 0.78310 -2.80598 -0.53 -1.10 0.90 0.1221
H -1.20960 1.42435 -1.14680 -0.02 -1.34 -0.65 0.1194
H -1.88931 0.57920 -2.59610 0.85 -0.56 1.16 0.1220
H -1.45262 -0.60883 0.36775 -0.53 -0.30 -1.47 0.1144
H -3.00910 -0.08493 -0.39176 1.24 -0.68 -0.40 0.0956
H -3.29530 -2.38210 -0.73270 1.09 0.28 -0.72 0.1145
H -2.37353 -2.07981 -2.33121 -0.03 0.18 1.26 0.1111
H -0.31237 -2.09707 -3.01846 0.92 0.64 1.06 0.1115
H 0.92075 -1.06177 -3.78028 -0.66 -0.60 1.22 0.0928
H 1.57113 -2.94202 -1.72029 0.15 0.43 -0.64 0.1254
C -0.06247 2.73549 3.30606 -0.18 0.04 -0.21 -0.0712
C -0.72820 1.37946 3.12994 0.60 0.18 0.57 -0.4855
C -0.73559 0.59152 4.43055 -0.16 -0.15 -0.21 -0.0633
O -0.03275 0.63613 2.12858 -0.18 -0.04 -0.35 -0.0773
H 0.98013 2.62109 3.61369 -0.11 -0.04 0.06 0.0687
H -0.05416 3.28520 2.36159 -0.02 0.01 0.09 0.0783
H -0.58288 3.33669 4.05553 0.07 0.00 -0.03 0.0836
H -1.75462 1.51675 2.77818 0.10 -0.15 -0.17 0.1363
H 0.28569 0.40283 4.77766 0.01 0.16 -0.01 0.0876
H -1.20417 -0.38067 4.28724 0.00 0.20 0.04 0.0582
H -1.27676 1.12808 5.21401 0.03 -0.06 -0.01 0.0814
H 0.87612 0.50875 2.42990 -0.12 -0.05 0.03 0.0908
C -7.08636 0.35677 0.50038 0.07 -0.22 0.18 -0.0649
C -6.00558 1.36712 0.14890 -0.61 0.04 -0.36 -0.5009
C -6.59296 2.75294 -0.06770 0.16 0.24 0.08 -0.0658
O -5.32910 0.94721 -1.03517 0.34 -0.07 0.07 -0.0684
H -7.81728 0.27015 -0.30978 0.00 0.14 0.04 0.0811
H -6.65192 -0.63586 0.64239 0.01 0.09 0.05 0.0785
H -7.61188 0.64236 1.41476 -0.01 -0.03 -0.06 0.0802
H -5.26286 1.40420 0.95009 0.10 -0.07 -0.19 0.1371
H -7.30702 2.74822 -0.89729 -0.05 -0.10 0.09 0.0810
H -5.80741 3.46575 -0.33001 -0.02 -0.06 0.09 0.0803
H -7.10373 3.11016 0.82970 0.00 0.00 -0.07 0.0802
H -5.97589 0.91087 -1.75049 0.05 0.02 0.10 0.0884
C 4.11306 4.20779 1.92603 -0.06 -0.20 -0.21 -0.0619
C 3.05479 5.25273 2.24381 0.57 -0.02 0.45 -0.4964
C 3.68660 6.58835 2.60416 -0.13 0.26 -0.09 -0.0666
O 2.25007 4.79882 3.33053 -0.24 0.05 -0.10 -0.0698
H 4.75912 4.03151 2.79183 0.01 0.14 -0.03 0.0820
H 3.64574 3.25104 1.67966 0.00 0.09 -0.05 0.0762
H 4.73600 4.51950 1.08418 0.00 -0.04 0.06 0.0803
H 2.39374 5.37970 1.38265 -0.12 -0.07 0.18 0.1394
H 4.31812 6.49342 3.49311 0.06 -0.10 -0.10 0.0808
H 2.91578 7.32593 2.84051 0.03 -0.06 -0.09 0.0793
H 4.29674 6.97131 1.78252 0.00 0.00 0.07 0.0797
H 2.82414 4.68318 4.09782 -0.03 0.04 -0.10 0.0920
C 2.59223 -0.98435 -6.51862 -0.03 -0.23 0.15 -0.0600
C 1.27104 -0.43156 -7.03127 0.63 0.40 -0.07 -0.4988
C 1.44807 0.27683 -8.36523 -0.23 0.00 -0.20 -0.0673
O 0.73432 0.48281 -6.07514 -0.33 -0.10 0.16 -0.0665
H 3.31581 -0.17848 -6.35847 -0.04 0.02 -0.14 0.0835
H 2.45327 -1.48100 -5.55515 0.00 -0.05 -0.11 0.0636
H 3.02008 -1.70202 -7.22240 0.02 0.03 0.07 0.0839
H 0.55006 -1.24565 -7.14062 -0.08 0.15 0.16 0.1397
H 2.13259 1.12544 -8.26793 0.08 -0.12 0.05 0.0805
H 0.49408 0.67803 -8.71622 0.04 -0.09 0.02 0.0786
H 1.84181 -0.40326 -9.12431 0.00 0.06 0.03 0.0801
H 1.36348 1.20710 -5.97038 -0.04 -0.10 -0.05 0.0871
C 4.93516 -5.52877 -2.48162 0.00 -0.28 0.01 -0.0644
C 5.02781 -4.73657 -3.77640 -0.19 0.38 0.57 -0.5004
C 5.76142 -3.42073 -3.56818 0.16 0.14 -0.18 -0.0640
O 3.71551 -4.47560 -4.26898 -0.07 -0.14 -0.29 -0.0652
H 4.37942 -4.97015 -1.72194 0.12 0.10 -0.04 0.0803
H 4.39651 -6.46584 -2.64315 0.09 0.04 -0.05 0.0785
H 5.92797 -5.75961 -2.08764 -0.06 0.02 0.02 0.0787
H 5.54586 -5.33023 -4.53411 -0.21 0.04 -0.07 0.1362
H 5.23342 -2.79065 -2.84550 0.01 -0.13 0.07 0.0788
H 5.81103 -2.85715 -4.50339 0.03 -0.10 0.02 0.0761
H 6.77897 -3.58857 -3.20658 -0.05 0.04 0.00 0.0782
H 3.24861 -3.95014 -3.60573 0.10 0.02 -0.05 0.0650
C -2.16701 -2.41364 8.05920 0.23 0.10 0.17 -0.0643
C -2.80349 -1.48499 7.03697 -0.21 -0.70 -0.03 -0.4938
C -4.29828 -1.73751 6.91522 -0.19 0.23 -0.05 -0.0651
O -2.18368 -1.67947 5.76722 -0.01 0.07 0.06 -0.0758
H -2.29052 -3.46054 7.76477 -0.14 0.05 0.00 0.0814
H -1.09230 -2.22885 8.12832 -0.09 0.06 0.01 0.0806
H -2.60991 -2.27528 9.04851 0.03 -0.05 -0.04 0.0798
H -2.62905 -0.44539 7.32633 0.10 -0.04 -0.20 0.1379
H -4.49458 -2.76135 6.58172 0.08 -0.02 0.12 0.0811
H -4.74033 -1.07143 6.17014 0.05 0.01 0.09 0.0793
H -4.80487 -1.57894 7.87034 0.00 -0.04 -0.06 0.0796
H -2.33155 -2.59581 5.50116 0.01 0.08 0.07 0.0961